Here is the molecule C22H25N3O8S from the OMol25 dataset. Energies are from wB97M-V/def2-TZVPD.

XYZ file:
```
59
Properties=species:S:1:pos:R:3:mulliken_charge:R:1
C -2.191 -0.673 -3.123 -0.33
H -2.416 -1.294 -3.989 0.27
H -1.855 0.312 -3.459 0.34
H -1.404 -1.146 -2.528 0.02
O -3.405 -0.581 -2.404 -0.46
C -3.433 0.156 -1.270 -0.10
C -2.348 0.857 -0.761 -0.03
C -2.507 1.580 0.414 -0.03
C -3.718 1.600 1.084 -0.90
C -4.807 0.896 0.569 0.63
C -4.663 0.180 -0.607 -0.40
H -5.472 -0.381 -1.045 0.52
O -5.955 0.977 1.294 -0.43
C -7.091 0.290 0.826 -0.84
H -6.915 -0.789 0.776 0.34
H -7.401 0.653 -0.159 0.34
H -7.878 0.495 1.550 0.24
H -3.845 2.150 2.003 0.41
N -1.426 2.275 0.990 0.05
C -0.325 2.744 0.358 0.24
O -0.139 2.735 -0.836 -0.60
C 0.731 3.293 1.335 -1.03
N 2.046 3.211 0.734 0.06
C 2.778 4.351 0.595 0.67
O 2.422 5.422 1.033 -0.66
C 4.129 4.155 -0.077 -0.43
H 4.856 3.890 0.709 0.22
O 4.156 3.184 -1.101 -0.49
C 3.455 2.051 -0.854 0.59
C 3.743 0.918 -1.608 -1.25
C 3.031 -0.252 -1.410 -0.45
C 2.073 -0.290 -0.417 -0.83
C 1.779 0.820 0.348 0.73
C 2.435 2.021 0.109 -0.46
H 1.010 0.719 1.096 0.88
S 1.069 -1.746 -0.182 1.59
O 0.291 -1.978 -1.365 -0.91
O 0.362 -1.606 1.064 -0.72
N 2.254 -2.933 -0.124 -0.04
C 2.934 -3.013 1.153 -0.56
H 3.037 -1.998 1.539 0.29
C 2.152 -3.886 2.141 -0.55
H 2.735 -4.065 3.047 0.39
O 1.883 -5.157 1.590 -0.43
C 1.128 -5.047 0.403 -0.43
H 0.951 -6.067 0.059 0.39
C 1.886 -4.235 -0.650 -0.73
H 1.265 -4.063 -1.528 0.41
H 2.807 -4.752 -0.936 0.34
H 0.167 -4.552 0.611 0.32
H 1.212 -3.378 2.396 0.32
H 3.927 -3.440 0.977 0.40
H 3.212 -1.129 -2.008 0.56
H 4.508 0.991 -2.364 0.46
H 4.438 5.099 -0.530 0.33
H 0.713 2.752 2.286 0.42
H 0.547 4.357 1.524 0.46
H -1.535 2.479 1.974 0.27
H -1.391 0.841 -1.250 0.59
```

Total energy (eV): -54904.5430
SMILES string: COc1cc(NC(=O)CN2C(=O)COc3ccc(S(=O)(=O)N4CCOCC4)cc32)cc(OC)c1
Gap between HOMO and LUMO (eV): 8.66

---

Here is the molecule C22H25N5O2 from the OMol25 dataset. Energies are from wB97M-V/def2-TZVPD.

XYZ file:
```
54
Properties=species:S:1:pos:R:3:mulliken_charge:R:1
C -4.673 -4.091 -0.543 -0.90
H -4.579 -3.728 -1.572 0.35
O -3.977 -3.267 0.362 -0.45
C -2.626 -3.157 0.237 0.93
C -1.862 -3.764 -0.755 -0.39
C -0.493 -3.571 -0.784 -1.11
C 0.135 -2.757 0.149 0.06
C -0.629 -2.167 1.152 -0.16
C -1.992 -2.367 1.199 -0.46
H -2.596 -1.925 1.976 0.47
H -0.147 -1.573 1.914 0.54
C 1.616 -2.585 0.097 0.21
O 2.378 -3.508 -0.100 -0.65
N 2.006 -1.290 0.283 0.31
C 3.336 -0.902 0.327 0.46
C 4.435 -1.588 0.809 -0.78
C 5.505 -0.708 0.622 -0.45
N 5.104 0.420 0.072 -1.44
N 3.782 0.303 -0.115 1.08
C 3.115 1.425 -0.739 -0.06
C 2.033 1.005 -1.750 -1.12
C 0.629 1.390 -1.277 -1.00
N 0.458 1.048 0.128 0.54
C 1.320 1.829 1.024 -0.68
C 2.537 2.396 0.298 -1.23
H 3.309 2.644 1.026 0.48
H 2.257 3.312 -0.222 0.45
H 1.643 1.161 1.832 0.34
H 0.767 2.662 1.471 0.54
C -0.930 1.035 0.549 -1.45
C -1.730 2.304 0.338 0.65
N -1.076 3.443 0.158 -0.20
C -1.768 4.556 -0.018 -0.36
C -3.151 4.601 -0.020 -0.60
C -3.841 3.412 0.170 -0.43
C -3.123 2.245 0.348 -0.85
H -3.622 1.299 0.494 0.47
H -4.922 3.398 0.176 0.43
H -3.673 5.534 -0.165 0.38
H -1.175 5.449 -0.162 0.42
H -1.435 0.217 0.024 0.34
H -0.951 0.798 1.618 0.46
H -0.113 0.826 -1.850 0.58
H 0.449 2.458 -1.456 0.44
H 2.092 -0.071 -1.918 0.44
H 2.218 1.491 -2.708 0.39
H 3.930 1.942 -1.256 0.44
H 6.539 -0.852 0.866 0.46
H 4.446 -2.577 1.214 0.45
H 1.303 -0.539 0.255 0.19
H 0.105 -4.053 -1.543 0.44
H -2.320 -4.393 -1.502 0.42
H -4.327 -5.128 -0.490 0.37
H -5.717 -4.044 -0.240 0.24
```

Total energy (eV): -34765.1398
SMILES string: COc1ccc(C(=O)Nc2ccnn2C2CCN(Cc3ccccn3)CC2)cc1
Gap between HOMO and LUMO (eV): 8.53

---

Here is a structure of composition C22H26BBrCaN6O2 from the OMol25 dataset. Energies are from wB97M-V/def2-TZVPD.

XYZ file:
```
59
Properties=species:S:1:pos:R:3:mulliken_charge:R:1
Ca -0.800 0.673 0.650 2.67
C -1.743 -0.196 4.242 -1.40
C -0.393 0.430 4.097 0.52
C 0.541 0.754 5.086 -1.25
C 1.602 1.324 4.406 0.90
C 2.880 1.870 4.954 -1.22
N 1.302 1.324 3.095 0.95
N 0.073 0.774 2.902 -0.56
B 2.113 1.929 1.924 -1.89
N 2.459 0.847 0.860 1.08
N 1.507 0.162 0.161 -0.90
C 2.144 -0.661 -0.663 0.53
C 1.389 -1.565 -1.582 -1.13
C 3.527 -0.521 -0.509 -1.30
C 3.683 0.445 0.469 0.92
C 4.952 0.993 1.034 -1.24
N 1.325 3.100 1.289 1.02
N 0.084 2.928 0.755 -0.53
C -0.346 4.124 0.375 0.34
C -1.700 4.301 -0.231 -1.06
C 0.624 5.094 0.653 -1.29
C 1.667 4.402 1.235 0.93
C 2.968 4.928 1.746 -1.20
H -1.961 -0.395 5.289 0.36
H -2.525 0.453 3.843 0.28
H -1.799 -1.145 3.705 0.28
H 0.457 0.599 6.148 0.45
H 2.905 1.719 6.032 0.34
H 3.748 1.375 4.518 0.21
H 2.976 2.938 4.757 0.20
H 3.141 2.353 2.354 -0.11
H 0.311 -1.440 -1.467 0.16
H 1.638 -1.360 -2.624 0.30
H 1.626 -2.611 -1.384 0.30
H 4.309 -1.046 -1.031 0.48
H 5.799 0.505 0.556 0.33
H 5.035 2.067 0.867 0.21
H 5.019 0.822 2.109 0.22
H -2.213 3.345 -0.342 0.08
H -2.327 4.930 0.402 0.28
H -1.634 4.775 -1.210 0.32
H 0.573 6.153 0.464 0.48
H 3.022 5.999 1.561 0.34
H 3.074 4.761 2.818 0.20
H 3.816 4.452 1.253 0.21
Br -8.556 1.055 0.969 -0.20
C -7.144 0.216 0.023 -0.02
C -7.446 -0.650 -1.017 -0.37
C -6.409 -1.262 -1.707 -0.56
C -5.091 -1.010 -1.360 -0.41
C -4.807 -0.139 -0.316 0.14
C -5.836 0.481 0.383 -0.34
C -3.383 0.147 0.062 1.25
O -3.151 0.954 1.001 -0.96
O -2.458 -0.430 -0.583 -1.05
H -8.477 -0.840 -1.281 0.40
H -6.638 -1.939 -2.520 0.39
H -4.271 -1.477 -1.886 0.40
H -5.596 1.157 1.191 0.52
```

Total energy (eV): -125437.1653
Gap between HOMO and LUMO (eV): 9.31

---

Here is a structure of composition C22H26BBrFeN9Se2Te2 from the OMol25 dataset. Energies are from wB97M-V/def2-TZVPD.

XYZ file:
```
64
Properties=species:S:1:pos:R:3:lowdin_spin:R:1
Fe 0.718 0.344 -0.463 3.24
C 3.205 -2.356 -0.540 0.00
C 2.020 -2.412 0.356 0.01
C 1.756 -3.388 1.311 0.00
C 0.574 -3.007 1.912 0.01
N 0.152 -1.879 1.334 0.00
N 1.035 -1.498 0.374 0.02
B -1.023 -0.945 1.687 0.00
N -0.408 0.376 2.234 0.00
C -0.314 0.856 3.481 0.00
C 0.330 2.073 3.440 0.00
C 0.645 2.275 2.096 0.01
C 1.289 3.488 1.519 0.00
N 0.227 1.225 1.379 0.03
N -1.814 -0.620 0.389 0.00
C -3.125 -0.800 0.198 0.01
C -3.467 -0.246 -1.017 0.00
C -2.282 0.276 -1.531 0.01
C -2.154 1.015 -2.820 0.00
N -1.279 0.038 -0.671 0.02
N -1.982 -1.587 2.653 0.00
C -2.778 -1.061 3.618 0.00
C -3.636 -2.043 4.040 0.00
C -3.308 -3.170 3.256 0.00
C -3.931 -4.524 3.271 0.00
N -2.326 -2.880 2.422 0.00
H 3.510 -3.369 -0.802 0.00
H 4.041 -1.873 -0.028 0.01
H 3.015 -1.803 -1.458 0.00
H 2.349 -4.259 1.525 0.00
H -0.011 -3.467 2.686 0.00
H -0.698 0.306 4.320 0.00
H 0.531 2.733 4.264 0.00
H 0.847 4.374 1.975 0.00
H 1.144 3.552 0.443 0.00
H 2.361 3.504 1.714 0.00
H -3.720 -1.313 0.932 0.00
H -4.439 -0.214 -1.474 0.00
H -3.140 1.357 -3.127 0.00
H -1.770 0.373 -3.615 0.00
H -1.513 1.890 -2.736 0.00
H -2.726 -0.027 3.908 0.00
H -4.390 -1.965 4.802 0.00
H -4.554 -4.651 4.154 0.00
H -3.167 -5.299 3.272 0.00
H -4.557 -4.673 2.392 0.00
C 1.667 4.359 -4.052 0.00
C 1.399 2.897 -3.883 0.00
C 1.408 2.001 -4.950 0.00
C 1.187 0.655 -4.731 0.00
C 0.952 0.228 -3.435 0.00
Br 0.632 -1.594 -3.081 0.01
N 0.933 1.064 -2.401 0.00
C 1.160 2.366 -2.627 0.00
H 1.674 4.635 -5.104 0.00
H 2.639 4.617 -3.629 0.00
H 0.912 4.960 -3.547 0.00
H 1.597 2.358 -5.954 0.00
H 1.196 -0.060 -5.540 0.00
H 1.160 3.001 -1.750 0.00
Se 2.923 0.992 0.005 -0.28
Te 6.931 1.714 0.734 0.77
Te 6.266 0.024 -1.117 0.19
Se 4.125 1.059 -2.010 -0.08
```

Charge: +1
Expectation value of S²: 6.42
Total energy (eV): -287031.2574
Gap between HOMO and LUMO (spin up / spin down) (eV): 5.62 / 6.41
Spin multiplicity: 5